[1]
Density functional theory data (ωB97M-V/def2-TZVPD) for 9 unconnected molecules or ions with the total composition C10H44N5O12S3 in a non-equilibrium geometry.

molecular weight	522.686	Da
HOMO energy	-10.54	eV
LUMO	-7.7	eV
net charge	+3
orbital gap	2.839	eV

The geometry in XYZ format:
```
74
Properties=species:S:1:pos:R:3:forces:R:3:lowdin_charge:R:1
N -39.360370 -29.948970 31.567350 0.1 -0.5 2.1 0.281
H -39.050880 -29.567220 30.684980 -0.4 -0.2 -1.1 0.147
H -38.849490 -29.464590 32.291560 0.4 0.6 0.5 0.132
H -39.175430 -30.919900 31.775180 1.0 -0.9 -0.9 0.117
H -40.321780 -29.950100 31.876850 -1.1 1.1 -0.8 0.145
N -41.241490 -34.046390 27.688260 0.1 0.5 1.3 0.330
H -41.167120 -34.920450 27.187670 -0.4 -0.3 -0.5 0.159
H -40.377880 -33.526760 27.622980 0.6 0.5 -0.5 0.138
H -41.378440 -34.200140 28.677050 0.2 -0.8 0.7 0.137
H -42.036430 -33.449440 27.509860 -0.4 0.2 -1.3 0.158
N -31.286050 -30.579070 31.134150 -1.7 -0.6 -1.2 0.323
H -31.997910 -30.516650 30.420380 -0.4 0.7 -1.3 0.136
H -30.425740 -30.226520 30.739590 0.6 0.3 0.4 0.163
H -31.328130 -31.584370 31.221910 0.9 -0.6 0.9 0.149
H -31.753210 -30.085790 31.881490 0.7 0.3 1.0 0.148
N -35.280770 -35.439180 28.771810 0.1 0.8 0.5 0.322
H -34.538130 -35.182380 29.406340 0.4 -0.5 0.8 0.142
H -36.127450 -35.726290 29.241700 -0.1 -0.5 0.5 0.136
H -34.936350 -36.135960 28.126850 0.0 -0.2 -0.7 0.159
H -35.500150 -34.530000 28.390530 -0.3 0.6 -1.4 0.141
N -35.239310 -25.766540 30.191180 -0.1 0.4 -0.1 0.350
H -35.110890 -26.158400 31.113170 0.2 -0.8 0.1 0.143
H -34.359510 -25.570660 29.735460 0.6 0.5 0.0 0.158
H -35.784810 -24.932450 30.354930 -0.2 0.9 -0.4 0.158
H -35.729150 -26.340140 29.519510 -0.7 -0.9 -0.1 0.155
C -36.470760 -30.270810 27.268190 -2.7 0.7 1.9 -1.182
O -36.969320 -29.123910 27.337910 -0.4 2.1 -0.5 -0.109
O -35.412690 -30.576520 27.782020 5.8 -0.4 1.9 -0.119
O -37.186450 -31.255580 26.999010 -2.8 -2.7 -1.9 -0.113
O -30.628580 -23.988230 23.576170 -0.8 0.3 0.3 -0.282
S -31.978380 -24.218540 24.008320 -3.1 -0.8 2.0 0.704
O -32.378040 -24.091540 25.467550 1.3 0.2 -3.8 -0.380
O -33.127580 -23.384810 23.084030 1.5 -0.3 0.5 -0.282
C -32.922530 -21.944470 22.826310 0.9 0.5 1.0 -0.254
C -34.209390 -21.180500 22.832040 -1.5 -0.3 0.3 -0.084
C -32.539350 -25.974440 23.589200 0.9 2.2 0.4 -0.085
H -32.371640 -21.689470 21.920990 0.0 -1.0 -0.3 0.124
H -32.299880 -21.568460 23.638110 0.1 0.0 0.1 0.112
H -34.110840 -20.105100 22.684080 0.6 -0.1 -0.2 0.089
H -34.755080 -21.264900 23.771820 0.2 -0.2 0.2 0.072
H -34.918490 -21.532900 22.082980 0.2 -0.1 -0.3 0.081
H -32.213600 -26.205100 22.574920 -0.3 0.0 0.1 0.068
H -33.613100 -25.978310 23.776730 0.2 -0.2 -0.2 0.063
H -31.953520 -26.497350 24.345160 -0.3 -0.3 -0.2 0.054
O -39.043780 -23.136690 28.802520 0.4 0.7 -1.2 -0.330
S -38.873000 -22.101190 27.791770 1.4 0.9 0.7 0.671
O -39.835030 -21.029250 27.728500 0.9 -0.8 -0.1 -0.272
O -37.300460 -21.463770 28.036470 -1.8 -2.0 -0.7 -0.303
C -37.200100 -20.104600 28.416690 0.0 0.5 0.9 -0.290
C -35.748460 -19.765610 28.864740 -1.4 0.7 -0.6 -0.051
C -38.542030 -22.874160 26.183110 0.1 0.6 1.3 -0.096
H -37.844160 -19.967470 29.285300 0.0 0.2 0.2 0.113
H -37.676780 -19.504080 27.641940 0.7 0.3 -0.2 0.118
H -35.789980 -18.682670 28.981420 0.2 0.1 0.2 0.079
H -34.950440 -19.935930 28.142060 -0.2 -0.4 0.0 0.075
H -35.551280 -20.189910 29.849210 0.1 -0.2 -0.2 0.071
H -39.295590 -23.661380 26.160000 0.4 -0.1 -0.5 0.072
H -37.500390 -23.173590 26.298980 -0.3 -0.6 -0.1 0.061
H -38.571370 -22.155350 25.364240 -0.4 0.0 0.3 0.081
O -31.607220 -37.271810 22.463370 1.0 1.0 1.8 -0.287
S -30.965620 -36.570880 23.570110 1.1 0.8 0.1 0.681
O -31.198700 -36.837460 24.971980 -0.4 -0.3 -1.0 -0.334
O -29.294480 -36.750330 23.494590 -2.3 0.2 1.3 -0.270
C -28.666850 -36.754800 22.227130 0.7 1.2 -1.2 -0.269
C -27.163580 -36.419620 22.360980 0.8 -1.2 0.5 -0.061
C -31.231130 -34.694320 23.418960 0.9 -1.6 -0.6 -0.089
H -29.206430 -35.976850 21.686970 0.3 -0.2 -0.8 0.101
H -28.789760 -37.731440 21.758970 0.0 0.1 -0.1 0.126
H -26.736870 -37.167350 23.029490 -0.2 0.1 0.7 0.075
H -26.762230 -35.453870 22.668140 -1.0 0.3 0.4 0.075
H -26.493720 -36.640510 21.529960 -0.9 -0.1 -0.9 0.078
H -30.615070 -34.225340 24.186180 -0.1 -0.2 -0.1 0.059
H -32.281330 -34.413610 23.498960 0.1 -0.5 0.1 0.062
H -30.856350 -34.457050 22.423300 -0.1 0.2 0.1 0.051
```
Positions in Å, forces in eV/Å.

=====

[2]
Density functional theory data (ωB97M-V/def2-TZVPD) for a molecular structure, C10H4CeCl2N3O3S4Se in a non-equilibrium geometry.

molecular weight	632.410	Da
HOMO energy (spin up / spin down)	-6.21 / -6.21	eV
multiplicity	2
LUMO (spin up / spin down)	-3.4 / -3.4	eV
orbital gap (spin up / spin down)	2.811 / 2.814	eV

The geometry in XYZ format:
```
28
Properties=species:S:1:pos:R:3:forces:R:3:mulliken_spin:R:1
Ce -0.324732 -0.460207 -0.425939 -0.9 -2.9 -3.4 1.006
O -0.048932 -7.652307 -1.039639 0.0 -0.9 0.0 0.000
C -0.110232 -6.462707 -1.028039 -0.1 1.0 0.0 0.000
S -1.630432 -5.542307 -0.966739 0.2 -0.1 0.0 0.000
C -0.931832 -3.929507 -0.991239 1.7 -0.3 -0.1 -0.002
C 0.441668 -3.862907 -1.026139 -1.7 -0.6 0.0 0.001
S 1.464068 -2.471907 -1.093139 0.1 0.7 -0.1 -0.006
S 1.304068 -5.391707 -1.061939 -0.1 -0.1 0.0 0.000
S -2.071332 -2.628307 -1.029839 -0.1 0.8 0.0 -0.004
Cl 1.575168 1.270193 3.797861 0.0 0.3 0.2 0.000
C 0.894868 -0.311807 3.419261 0.2 -0.3 0.0 0.000
Cl 2.141768 -1.564707 3.476761 -0.1 -0.1 0.2 0.000
C 0.406668 -0.272507 1.976461 0.5 0.1 2.1 -0.002
O 1.227368 0.018493 1.088261 1.4 0.6 0.6 -0.002
O -0.793532 -0.551507 1.741761 -0.8 -0.1 1.3 0.002
H 0.105668 -0.549607 4.135761 0.2 0.1 -0.3 0.000
Se -3.433932 2.436293 -1.033139 1.3 -0.1 0.1 0.001
N -2.562932 3.959093 -1.007039 0.2 0.3 0.0 0.001
C -1.251732 3.720293 -0.956539 -0.9 -0.8 0.0 -0.002
C -0.207932 4.654093 -0.894039 1.1 0.1 0.1 0.000
C 1.083968 4.169093 -0.831039 -0.8 1.1 0.0 0.000
C 1.335368 2.795993 -0.869539 -0.8 -1.7 -0.1 0.000
N 0.373068 1.873393 -0.954939 1.3 1.5 -0.1 -0.002
C -0.896232 2.328993 -0.956139 -1.3 0.2 -0.3 0.005
N -1.925232 1.464193 -0.983139 -0.3 1.0 -0.2 0.003
H -0.431232 5.707893 -0.889139 0.0 0.2 0.0 0.000
H 1.920668 4.847893 -0.761239 0.0 0.0 0.0 0.000
H 2.345868 2.406093 -0.837539 0.0 0.1 0.0 0.000
```
Positions in Å, forces in eV/Å.

=====

[3]
Density functional theory data (ωB97M-V/def2-TZVPD) for a molecular structure, C10H4Cl2IN2O5STi in a non-equilibrium geometry.

molecular weight	509.895	Da
HOMO energy (spin up / spin down)	-2.93 / -5.08	eV
multiplicity	3
LUMO (spin up / spin down)	2.4 / 2.4	eV
net charge	-1
orbital gap (spin up / spin down)	5.369 / 7.520	eV

The geometry in XYZ format:
```
26
Properties=species:S:1:pos:R:3:forces:R:3:mulliken_spin:R:1
Ti 0.795229 0.096995 -1.748550 -0.3 0.5 0.8 1.186
Cl -2.624366 0.262173 4.134531 0.0 0.0 0.1 0.005
C -2.108977 0.449972 2.476659 0.0 0.0 -0.1 0.028
C -2.808637 1.318034 1.667337 0.0 0.0 0.0 -0.017
C -2.441740 1.481376 0.332155 0.0 0.0 0.0 0.040
I -3.520852 2.751716 -0.913288 0.0 0.0 0.0 0.004
C -1.358441 0.785480 -0.190389 -0.1 0.0 0.2 -0.008
O -0.954593 0.835059 -1.446759 -0.1 0.1 0.0 -0.022
C -0.641328 -0.077103 0.667129 -0.2 0.0 0.1 0.090
N 0.410623 -0.720961 0.048137 0.0 0.0 0.0 0.077
C 1.074209 -1.660931 0.775847 0.1 -0.1 0.1 0.270
C 0.762306 -1.929629 2.091723 0.0 0.0 0.0 -0.110
C -0.261475 -1.250863 2.746310 0.1 -0.1 0.0 0.401
C -1.007314 -0.297173 2.008978 -0.1 0.1 -0.1 -0.071
H -3.649535 1.864128 2.070708 0.0 0.0 0.0 0.001
H 1.881507 -2.172190 0.266423 0.0 0.0 0.0 0.016
H 1.340287 -2.678889 2.616916 0.0 0.0 0.0 -0.005
H -0.499463 -1.447564 3.780536 0.0 0.0 0.0 0.033
O 1.661335 -1.839678 -4.981065 0.0 -0.2 -0.3 0.003
Cl 1.434682 -1.064680 -3.831272 0.3 -0.4 -0.6 0.002
O 2.533510 -0.202098 -3.485636 0.5 0.2 -0.2 0.013
O 1.186904 -1.881143 -2.636569 0.0 -0.5 0.2 0.007
O 0.255131 -0.218973 -3.932330 -0.4 0.3 -0.3 0.009
S 3.777710 3.619733 -0.559093 0.2 0.2 0.1 0.012
C 2.758082 2.428176 -0.868599 -0.2 -0.3 0.0 0.043
N 2.005205 1.549030 -1.089840 0.3 0.2 0.0 -0.008
```
Positions in Å, forces in eV/Å.

=====

Number 1: calculated total energy -2777.27986 Eh. Number 2: calculated total energy -6163.23455 Eh. Number 3: calculated total energy -3334.86836 Eh.